Molecular formula: C21H38N2O5
Method: DFT, ωB97M-V/def2-TZVPD

For the HOMO energy, the calculation gives -9.37 eV. As for the relative energy (zero: lowest compared OMol25 entry of this formula, charge and spin): 0.0000 eV. The calculation puts the LUMO energy at 0.80 eV. The structure (SMILES) is C#C[C@H]1OC(=O)O[C@]1(CCC)CCCCCCC.CNC(C)=O.CNC(C)=O. Its frontier orbital gap is 10.1688 eV. The value obtained for the energy is -35610.2271 eV.

```
! wB97M-V def2-TZVPD RIJCOSX def2/J DEFGRID3
* xyz 0 1
O -0.7458 -3.3289 0.1331
O 0.0956 -2.1235 1.7780
O 1.5398 2.0804 0.5265
O -3.7137 2.8766 2.0625
O -2.0746 -2.6729 1.8548
N 0.5919 4.0649 0.9669
N -3.7687 0.6942 2.5772
C 2.6129 0.8220 -2.2038
C -4.0671 -0.4830 3.3772
C 1.4328 1.7860 -2.4275
C 0.0238 2.1460 2.3764
C 3.3794 -1.0987 1.1271
C -1.0246 -2.7272 1.2884
C 0.7846 2.7469 1.2208
C -4.7759 2.2977 4.1289
C 2.4862 -3.4612 -1.8305
C 3.5658 -1.4161 -3.0055
C -1.4497 -1.3099 -1.5191
C 0.4581 -2.6571 -0.4206
C 2.2996 -1.5947 0.9988
C -4.0482 1.9916 2.8414
C 2.7253 -2.7059 -3.1679
C 2.8317 -0.1054 -3.3990
C 1.1844 -2.5092 0.9109
C 1.0241 -3.6759 -1.4038
C 0.0180 -1.3471 -1.0939
C -0.2768 4.9929 1.6692
C -1.8796 0.1211 -1.8843
H -5.7499 1.8083 4.1467
H 3.5082 1.4252 -2.0663
H 3.4132 0.3750 -4.1816
H -3.2847 0.5560 1.7033
H 1.7574 -2.4810 -3.6107
H -4.5831 -0.2168 4.2935
H 3.9053 -1.3036 -1.9787
H 1.4663 -3.5201 1.2182
H -4.1922 1.9673 4.9887
H 4.3321 -0.6608 1.3057
H 2.8998 -4.4585 -1.9717
H 0.9572 1.6083 -3.3923
H -1.4211 0.4736 -2.8005
H -1.0143 5.4051 0.9798
H -2.9645 0.1490 -1.9487
H 0.3598 -3.7479 -2.2608
H -4.6903 -1.1694 2.8042
H -1.0519 2.2451 2.2221
H -2.1271 -1.6412 -0.7401
H 2.4391 0.2476 -1.3012
H -1.6216 -1.9336 -2.3948
H 4.4496 -1.5082 -3.6316
H 0.2804 1.0918 2.4460
H -1.6201 0.7732 -1.0509
H -4.9217 3.3712 4.1951
H 0.2488 -0.4683 -0.4909
H 3.2495 -3.3606 -3.8567
H -3.1352 -0.9904 3.6228
H 0.6899 1.6271 -1.6585
H 0.6111 -1.2550 -2.0017
H 1.1282 4.4078 0.1859
H 0.9762 -4.6275 -0.8760
H 0.3124 5.8154 2.0798
H -0.8012 4.4949 2.4771
H 3.0710 -3.0067 -1.0406
H 1.7416 2.8256 -2.3980
H 1.8562 -0.3581 -3.8106
H 0.2962 2.6364 3.3120
*
```

Atom charges from the Mulliken analysis, given in e for atoms 1 to 4: -0.532 -0.417 -0.604 -0.665

---

Molecular formula: C10H11ClN2O2
Method: DFT, ωB97M-V/def2-TZVPD

For the HOMO energy, the calculation gives -8.97 eV. As for the relative energy (zero: lowest compared OMol25 entry of this formula, charge and spin): 0.0000 eV. The calculation puts the LUMO energy at 0.43 eV. The structure (SMILES) is C=CCn1cc(Cl)c(=O)n(CC=C)c1=O. Its frontier orbital gap is 9.4047 eV. The value obtained for the energy is -30145.7354 eV.

```
! wB97M-V def2-TZVPD RIJCOSX def2/J DEFGRID3
* xyz 0 1
Cl 2.1115 1.4115 -3.4649
O -0.1012 0.0858 1.6486
O -0.1094 2.7977 -1.9995
N 1.3913 -0.3548 -0.0021
N -0.0918 1.4445 -0.1729
C -3.3903 1.1380 0.8937
C 1.9044 -0.0412 -1.2195
C -2.5159 1.5999 0.0218
C 0.4112 -3.5699 0.8092
C 1.8519 -1.5463 0.6987
C 0.3551 0.3707 0.5658
C 1.4484 1.0083 -1.9308
C 0.3663 1.8447 -1.4276
C 1.2142 -2.7793 0.1248
C -1.2005 2.2084 0.4037
H 2.7029 -0.6698 -1.5847
H -0.0368 -4.4440 0.3692
H 0.1717 -3.3725 1.8405
H 1.4387 -2.9764 -0.9154
H -4.3288 0.7100 0.5857
H 1.5715 -1.4308 1.7474
H -3.2010 1.1732 1.9535
H -1.0772 2.2129 1.4875
H -1.1243 3.2216 -0.0001
H 2.9410 -1.5983 0.6098
H -2.7030 1.5558 -1.0427
*
```

Atom charges from the Mulliken analysis, given in e for atoms 1 to 4: -0.184 -0.619 -0.645 0.058

---

Molecular formula: C4H6O2
Method: DFT, ωB97M-V/def2-TZVPD

For the HOMO energy, the calculation gives -8.13 eV. As for the relative energy (zero: lowest compared OMol25 entry of this formula, charge and spin): 4.3454 eV. The calculation puts the LUMO energy at 0.78 eV. Its frontier orbital gap is 8.9061 eV. The value obtained for the energy is -8336.1157 eV.

```
! wB97M-V def2-TZVPD RIJCOSX def2/J DEFGRID3
* xyz 0 1
O 1.5306 0.2873 0.2215
O 0.5914 1.6489 -1.6271
C 0.6324 -1.0134 -0.1961
C -1.0166 0.5114 -0.0997
C -0.5643 -0.7188 0.6779
C 0.2806 0.8843 -0.7781
H 1.2825 -1.7898 0.2114
H 2.3106 0.4677 -0.3412
H -1.7671 0.2717 -0.8649
H -1.2678 -1.5533 0.6077
H -0.4208 -0.4814 1.7461
H -1.3964 1.3311 0.5145
*
```

Atom charges from the Mulliken analysis, given in e for atoms 1 to 4: -0.387 -0.490 -0.633 -0.317

---

Molecular formula: C4H7NO
Method: DFT, ωB97M-V/def2-TZVPD

For the HOMO energy, the calculation gives -9.24 eV. As for the relative energy (zero: lowest compared OMol25 entry of this formula, charge and spin): 3.5430 eV. The calculation puts the LUMO energy at 0.98 eV. Its frontier orbital gap is 10.2180 eV. The value obtained for the energy is -7796.1014 eV.

```
! wB97M-V def2-TZVPD RIJCOSX def2/J DEFGRID3
* xyz 0 1
O 1.9910 0.8583 0.1984
N -0.8827 0.4713 1.0840
C 0.8542 0.1204 -0.4509
C -0.4352 0.8197 -0.2435
C 0.2415 -1.2429 -0.1609
C -1.0305 -0.4964 0.0010
H -0.8221 1.7107 -0.7081
H -1.7616 0.9627 1.2393
H 1.3831 0.3745 -1.4810
H 1.6413 0.9281 1.1029
H -2.0119 -0.8312 -0.2965
H 0.5726 -1.7567 0.7433
H 0.2752 -1.9224 -1.0107
*
```

Atom charges from the Mulliken analysis, given in e for atoms 1 to 4: -0.522 -0.579 -0.051 -0.375